Run i
{"formula": "C46H47KNOPTe", "method": "ωB97M-V with the def2-TZVPD basis set", "e_homo_ev": [-3.226, -3.225], "mol_weight_g_mol": 827.56, "s2": 0.76, "charge": -1, "multiplicity": 2, "elements": ["K", "C", "C", "C", "C", "C", "C", "C", "P", "C", "C", "C", "C", "C", "C", "C", "C", "C", "C", "C", "C", "C", "C", "H", "H", "H", "H", "H", "H", "H", "H", "H", "H", "H", "H", "H", "H", "H", "H", "H", "H", "H", "H", "C", "C", "C", "C", "C", "C", "Te", "N", "C", "O", "C", "C", "C", "C", "C", "C", "C", "C", "C", "C", "C", "C", "C", "C", "C", "C", "C", "C", "H", "H", "H", "H", "H", "H", "H", "H", "H", "H", "H", "H", "H", "H", "H", "H", "H", "H", "H", "H", "H", "H", "H", "H", "H", "H", "H"], "positions_angstrom": [[-0.10202, -2.14730, 0.61388], [6.41777, -3.78915, -1.07298], [5.67785, -4.88074, -0.23925], [5.92667, -6.17954, -0.53334], [5.31936, -7.25404, 0.07699], [4.56704, -7.00440, 1.16799], [4.27484, -5.71550, 1.51595], [4.74407, -4.58823, 0.77370], [4.32732, -2.90920, 1.42708], [3.34156, -2.11034, 0.04534], [2.62675, -2.58570, -1.03843], [1.88716, -1.78361, -1.86019], [1.96348, -0.41866, -1.69071], [2.69443, 0.14494, -0.64612], [3.31692, -0.68949, 0.29128], [3.66033, -0.09632, 1.58183], [3.11667, -3.19278, 2.74429], [3.50339, -2.79928, 4.00268], [2.69328, -2.70442, 5.07685], [1.35734, -3.10895, 4.84294], [0.88945, -3.66008, 3.66278], [1.79642, -3.85219, 2.56419], [1.40322, -4.56922, 1.45472], [7.43831, -3.71017, -0.74617], [5.90898, -2.81578, -0.91627], [6.31482, -4.03401, -2.08094], [6.62515, -6.37632, -1.39922], [5.43240, -8.25780, -0.23038], [4.00258, -7.90651, 1.57022], [3.60637, -5.50329, 2.41028], [2.63230, -3.63806, -1.22760], [1.33420, -2.33801, -2.59624], [1.28499, 0.24779, -2.26822], [2.61170, 1.20741, -0.60453], [4.66278, -0.37495, 1.90401], [2.97008, -0.38986, 2.39536], [3.65955, 0.97407, 1.53809], [4.54276, -2.44533, 4.11244], [3.05763, -2.37718, 6.03719], [0.68818, -3.10443, 5.73450], [-0.16000, -3.88878, 3.61010], [0.40806, -5.10186, 1.42419], [2.13978, -4.73485, 0.68791], [-6.02052, 6.99988, 1.77833], [-5.38032, 5.83543, 1.08308], [-4.22918, 5.97006, 0.27469], [-3.56832, 4.89990, -0.31219], [-2.37490, 5.12166, -1.17326], [-3.94119, 3.56026, -0.00483], [-3.05644, 1.65995, -0.71434], [-1.26840, -2.64604, -1.91300], [-1.78807, -1.45945, -1.83604], [-1.30781, -0.46547, -1.18297], [-3.13757, -1.31800, -2.38898], [-3.20699, -1.23557, -3.77238], [-4.44564, -1.08159, -4.40212], [-5.59054, -1.13898, -3.63124], [-5.52543, -1.38128, -2.25116], [-4.29040, -1.40190, -1.61784], [-1.05022, 2.47490, -0.71247], [-0.44034, 2.74051, -1.96843], [-1.04417, 2.28059, -3.24285], [0.81310, 3.30220, -2.00489], [1.51794, 3.52516, -0.83834], [2.95645, 3.94768, -0.93622], [0.89058, 3.25007, 0.34422], [-0.38918, 2.77697, 0.42580], [-0.98539, 2.58508, 1.80775], [-5.11589, 3.42876, 0.71288], [-5.74283, 2.08449, 1.04411], [-5.80977, 4.53295, 1.23827], [-5.38626, 7.74066, 2.21054], [-6.61322, 6.57557, 2.60782], [-6.69442, 7.39399, 1.00428], [-3.82078, 6.94682, 0.12636], [-2.57080, 6.12628, -1.70022], [-2.15915, 4.34637, -1.90879], [-1.45905, 5.25465, -0.59934], [-2.32107, -1.12271, -4.37294], [-4.51430, -0.82799, -5.42602], [-6.51234, -0.91227, -4.02675], [-6.48958, -1.25249, -1.72280], [-4.14035, -1.53676, -0.59723], [-1.78156, 1.51041, -3.09923], [-0.31361, 1.85174, -3.94270], [-1.58175, 3.02546, -3.79774], [1.23588, 3.57409, -2.93941], [3.56526, 3.22851, -1.41906], [3.41187, 4.24779, 0.02982], [3.00358, 4.82146, -1.61297], [1.53675, 3.36582, 1.28164], [-0.26476, 2.06963, 2.46717], [-1.92003, 2.02321, 1.71927], [-1.12085, 3.55651, 2.36782], [-6.57560, 2.19508, 1.75380], [-4.96221, 1.71446, 1.62290], [-5.89299, 1.38243, 0.19873], [-6.69119, 4.31516, 1.85332]], "lowdin_spin": [0.009, 0.000, 0.000, 0.000, 0.000, 0.000, 0.000, 0.000, 0.000, 0.000, 0.002, 0.006, 0.002, 0.000, 0.002, 0.000, 0.000, 0.000, 0.000, 0.000, 0.000, 0.000, 0.000, 0.000, 0.000, 0.000, 0.000, 0.000, 0.000, 0.000, 0.000, 0.002, 0.000, 0.000, 0.000, 0.000, 0.000, 0.000, 0.000, 0.000, 0.000, 0.000, 0.000, 0.000, 0.000, 0.000, 0.000, 0.000, 0.001, 0.002, 0.793, 0.086, 0.025, 0.026, 0.017, -0.002, 0.015, -0.001, 0.015, 0.002, 0.000, 0.000, 0.000, 0.000, 0.000, 0.000, 0.000, 0.000, 0.000, 0.000, 0.000, 0.000, 0.000, 0.000, 0.000, 0.000, 0.000, 0.000, 0.000, -0.001, 0.001, 0.000, 0.000, 0.000, 0.000, 0.000, 0.000, 0.000, 0.000, 0.000, 0.000, 0.000, 0.000, 0.000, 0.000, 0.000, 0.000, 0.000]}

***

Run ii
{"formula": "C46H47KNOPTe", "method": "ωB97M-V with the def2-TZVPD basis set", "e_homo_ev": -3.458, "mol_weight_g_mol": 827.56, "s2": 0.76, "charge": -1, "multiplicity": 2, "elements": ["K", "C", "C", "C", "C", "C", "C", "C", "P", "C", "C", "C", "C", "C", "C", "C", "C", "C", "C", "C", "C", "C", "C", "H", "H", "H", "H", "H", "H", "H", "H", "H", "H", "H", "H", "H", "H", "H", "H", "H", "H", "H", "H", "C", "C", "C", "C", "C", "C", "Te", "N", "C", "O", "C", "C", "C", "C", "C", "C", "C", "C", "C", "C", "C", "C", "C", "C", "C", "C", "C", "C", "H", "H", "H", "H", "H", "H", "H", "H", "H", "H", "H", "H", "H", "H", "H", "H", "H", "H", "H", "H", "H", "H", "H", "H", "H", "H", "H"], "positions_angstrom": [[-1.99124, 1.16678, 0.62439], [-5.20836, -4.30173, -1.88145], [-6.16127, -3.64284, -0.89699], [-7.45403, -4.12891, -0.84530], [-8.41064, -3.45205, -0.08541], [-8.11307, -2.26574, 0.54108], [-6.80784, -1.91146, 0.67121], [-5.79600, -2.54058, -0.05744], [-4.00165, -2.19065, 0.18430], [-3.53806, -1.34667, -1.36952], [-4.51896, -1.21057, -2.38898], [-4.12807, -0.68109, -3.59451], [-2.79386, -0.42726, -3.89410], [-1.82231, -0.61491, -2.96143], [-2.16937, -1.06742, -1.65863], [-1.03433, -1.41720, -0.72012], [-3.83718, -1.07433, 1.49246], [-2.96966, -1.56413, 2.50036], [-2.60637, -0.79259, 3.61783], [-3.01627, 0.54554, 3.64169], [-3.83005, 1.08429, 2.70444], [-4.34627, 0.33806, 1.55809], [-5.04550, 0.97060, 0.59427], [-5.51479, -5.21491, -2.40066], [-4.23101, -4.44707, -1.49374], [-5.09788, -3.61861, -2.71577], [-7.71056, -5.09421, -1.32259], [-9.45499, -3.82705, -0.05893], [-8.91784, -1.85299, 1.10582], [-6.48872, -1.00130, 1.29762], [-5.54351, -1.41857, -2.16448], [-4.89969, -0.54672, -4.30667], [-2.56822, -0.02484, -4.88054], [-0.80873, -0.54693, -3.25463], [-0.80708, -2.45075, -0.91370], [-1.20909, -1.32184, 0.36271], [-0.12390, -0.86272, -1.01924], [-2.61907, -2.56131, 2.34300], [-2.01959, -1.20347, 4.41867], [-2.63493, 1.22304, 4.41519], [-4.16013, 2.08714, 2.67540], [-5.43845, 1.96590, 0.74290], [-5.43921, 0.52874, -0.26545], [9.03468, -0.24147, 2.22576], [7.64591, 0.13483, 1.74836], [7.24856, 0.19647, 0.40026], [5.95334, 0.51148, 0.03126], [5.60351, 0.36058, -1.47822], [5.03961, 1.02635, 0.95568], [3.09389, 1.71620, 0.32518], [0.31368, 2.54269, 2.13475], [0.25827, 2.92126, 0.94829], [0.30486, 2.16137, -0.09556], [0.29722, 4.42548, 0.76148], [0.32430, 5.05879, -0.46514], [0.63981, 6.42921, -0.51823], [0.89091, 7.12613, 0.68790], [0.82681, 6.48014, 1.91532], [0.50812, 5.15320, 1.94249], [2.58242, -0.01307, -0.73552], [2.04970, 0.12080, -2.02150], [1.83312, 1.38420, -2.77855], [1.75217, -1.12211, -2.63974], [1.97600, -2.33046, -2.07433], [1.63654, -3.57644, -2.79178], [2.57858, -2.38938, -0.84653], [2.79177, -1.22264, -0.08777], [3.19677, -1.36030, 1.34005], [5.43987, 1.06769, 2.29885], [4.58425, 1.72692, 3.36492], [6.69112, 0.59499, 2.68681], [9.80003, 0.11784, 1.59835], [9.09707, -1.31055, 2.24882], [9.28633, 0.12170, 3.26059], [8.02470, -0.14945, -0.31650], [6.44415, 0.46401, -2.16482], [4.83741, 1.07144, -1.70880], [5.17234, -0.62684, -1.64824], [0.13031, 4.51797, -1.37557], [0.64672, 6.95911, -1.44634], [1.09470, 8.12873, 0.65136], [1.04309, 7.10252, 2.73728], [0.50197, 4.59864, 2.87010], [2.84799, 1.79130, -3.01924], [1.31311, 2.10594, -2.12933], [1.36881, 1.17904, -3.76103], [1.18386, -1.09690, -3.55525], [0.60881, -3.59446, -3.11080], [1.78592, -4.45428, -2.12788], [2.15220, -3.73027, -3.74109], [2.78741, -3.36858, -0.52353], [2.95809, -2.38737, 1.66518], [2.74200, -0.62252, 1.99306], [4.23868, -1.26406, 1.43750], [4.85100, 2.80586, 3.45173], [4.77244, 1.22246, 4.32114], [3.57083, 1.70915, 3.05924], [6.93201, 0.53996, 3.75837]], "lowdin_spin": [0.002, 0.000, 0.000, 0.000, 0.000, 0.000, 0.000, 0.000, 0.000, 0.000, 0.000, 0.000, 0.000, 0.000, 0.000, 0.000, 0.000, 0.000, 0.000, 0.000, 0.000, 0.000, 0.000, 0.000, 0.000, 0.000, 0.000, 0.000, 0.000, 0.000, 0.000, 0.000, 0.000, 0.000, 0.000, 0.000, 0.000, 0.000, 0.000, 0.000, 0.000, 0.000, 0.000, 0.000, 0.000, 0.000, 0.000, 0.000, 0.001, 0.004, 0.779, 0.100, 0.047, 0.039, 0.003, 0.003, -0.005, 0.002, 0.015, 0.000, 0.000, 0.001, 0.000, 0.000, 0.000, 0.000, 0.000, 0.000, 0.000, 0.000, 0.000, 0.000, 0.000, 0.000, 0.000, 0.000, 0.000, 0.000, 0.000, 0.001, 0.000, 0.000, 0.009, 0.000, 0.001, 0.000, 0.000, 0.000, 0.000, 0.000, 0.000, 0.000, 0.000, 0.000, 0.000, 0.000, 0.000, 0.000]}

***

From most stable to least stable, the computed energies give run ii, run i.

***

Run i
{"formula": "C2H2OS", "method": "ωB97M-V with the def2-TZVPD basis set", "e_homo_ev": [-8.067, -8.071], "mol_weight_g_mol": 74.10, "elements": ["C", "C", "O", "S", "H", "H"], "positions_angstrom": [[1.44036, -0.21988, 0.00769], [-0.94454, 0.41001, -0.00395], [1.55034, -1.38063, -0.00242], [0.56542, 1.18406, -0.00145], [-1.28767, -0.02030, -0.92390], [-1.32392, 0.02674, 0.92403]], "lowdin_charge": [-0.496, -0.438, 0.096, 0.854, -0.007, -0.007]}

***

Run ii
{"formula": "C2H2OS", "method": "ωB97M-V with the def2-TZVPD basis set", "e_homo_ev": -9.513, "mol_weight_g_mol": 74.10, "smiles": "O=CC=S", "elements": ["O", "C", "C", "S", "H", "H"], "positions_angstrom": [[0.04471, 0.30797, 1.60203], [-0.42270, -0.02258, 0.56205], [0.50811, 0.06145, -0.58846], [0.23258, -0.62592, -2.00604], [-1.71738, -0.20968, 0.60331], [1.35467, 0.48875, -0.17290]], "lowdin_charge": [0.041, -0.375, -0.647, 0.754, 0.188, 0.039]}

***

Run iii
{"formula": "C2H2OS", "method": "ωB97M-V with the def2-TZVPD basis set", "e_homo_ev": [-9.209, -9.210], "mol_weight_g_mol": 74.10, "elements": ["C", "C", "O", "S", "H", "H"], "positions_angstrom": [[-0.82746, 0.57593, 0.04323], [0.66223, -0.17870, 0.00442], [0.34627, -1.39951, 0.06278], [-2.30864, 0.27650, 0.01508], [0.99150, 0.33414, -0.91730], [1.13611, 0.39164, 0.79180]], "lowdin_charge": [-0.458, -0.515, -0.118, 0.897, 0.103, 0.091]}

***

From most stable to least stable, the computed energies give run ii, run i, run iii.

***

Run i
{"formula": "C2H6N2S", "method": "ωB97M-V with the def2-TZVPD basis set", "e_homo_ev": -8.443, "mol_weight_g_mol": 90.15, "smiles": "CSC.N#N", "elements": ["C", "S", "C", "H", "H", "H", "H", "H", "H", "N", "N"], "positions_angstrom": [[-0.54561, 1.38766, 0.07242], [-0.00205, -0.00299, 1.09132], [-0.63954, -1.49483, 0.03152], [-1.54286, 1.88422, 0.30267], [-0.40946, 1.17680, -0.93233], [0.13523, 2.12291, 0.17959], [-0.38810, -2.25743, 0.71198], [-1.63932, -1.35251, -0.05066], [-0.12142, -1.33495, -0.81344], [2.55810, -0.27597, -0.81584], [2.59504, 0.14709, 0.22276]], "lowdin_charge": [-0.434, 0.698, -0.267, 0.069, 0.005, -0.029, 0.012, -0.008, -0.032, 0.023, -0.036]}

***

Run ii
{"formula": "C2H6N2S", "method": "ωB97M-V with the def2-TZVPD basis set", "e_homo_ev": -9.212, "mol_weight_g_mol": 90.15, "smiles": "C/N=C\\NS", "elements": ["C", "N", "C", "N", "S", "H", "H", "H", "H", "H", "H"], "positions_angstrom": [[1.70219, -0.44802, -0.16733], [1.12560, 0.87938, -0.19340], [-0.17423, 0.91520, -0.07510], [-1.01768, -0.14333, 0.18756], [-2.72693, 0.02272, -0.28509], [1.15759, -1.25895, -0.80284], [2.79378, -0.45003, -0.49926], [1.57415, -0.84191, 0.81973], [-0.70139, 1.85833, -0.14510], [-0.61341, -1.02407, 0.14296], [-3.11969, 0.49068, 1.01787]], "lowdin_charge": [-0.189, -0.037, -0.346, -0.378, 0.696, 0.093, 0.089, 0.055, 0.092, 0.017, -0.093]}

***

From most stable to least stable, the computed energies give run i, run ii.

***

Run i
{"formula": "C5H11N", "method": "ωB97M-V with the def2-TZVPD basis set", "e_homo_ev": -8.380, "mol_weight_g_mol": 85.15, "smiles": "C=CNC.C=C", "elements": ["C", "C", "N", "C", "H", "H", "H", "H", "H", "H", "H", "C", "C", "H", "H", "H", "H"], "positions_angstrom": [[-1.59702, -0.60513, -0.06392], [-0.68830, 0.01852, 0.67948], [-0.95501, 0.96194, 1.67780], [-0.20383, 2.20755, 1.56295], [-2.63726, -0.32769, 0.06916], [-1.28279, -1.34828, -0.77698], [0.36547, -0.21328, 0.59440], [-1.94526, 1.17687, 1.68576], [-0.50297, 2.90281, 2.34322], [0.86267, 2.01204, 1.66899], [-0.33820, 2.69436, 0.59082], [1.13527, -1.70636, -2.23567], [2.20062, -1.17125, -1.65407], [1.12575, -2.75434, -2.50792], [0.29433, -1.09235, -2.52148], [3.04919, -1.81468, -1.45197], [2.17196, -0.21229, -1.15067]], "lowdin_charge": [-0.002, -0.267, -0.109, -0.126, 0.050, 0.022, 0.091, 0.106, 0.074, 0.075, 0.077, -0.086, -0.079, 0.048, 0.041, 0.044, 0.040]}

***

Run ii
{"formula": "C5H11N", "method": "ωB97M-V with the def2-TZVPD basis set", "e_homo_ev": -6.659, "mol_weight_g_mol": 85.15, "elements": ["C", "N", "C", "C", "C", "C", "H", "H", "H", "H", "H", "H", "H", "H", "H", "H", "H"], "positions_angstrom": [[-2.44450, 0.00151, -0.76095], [-1.11676, 0.37840, -0.37111], [-0.79862, -0.35293, 0.83394], [0.70779, -0.35544, 0.95878], [1.09793, 0.58804, -0.15517], [2.23943, 0.19134, -0.87604], [-2.53604, -1.08220, -0.98721], [-3.24622, 0.22249, -0.03043], [-2.69067, 0.54952, -1.67908], [-1.24243, -1.35657, 0.88888], [-1.25146, 0.21807, 1.69211], [1.06751, -0.16336, 1.97084], [1.13130, -1.31983, 0.66941], [3.06420, 1.11146, 0.43672], [0.66392, 1.57331, -0.25816], [2.57100, 0.45095, -1.86980], [2.78361, -0.65476, -0.46274]], "lowdin_charge": [-0.218, -0.138, -0.343, -0.206, -0.199, 0.000, 0.066, 0.079, 0.062, 0.101, 0.116, 0.113, 0.105, 0.251, 0.103, 0.065, 0.043]}

***

From most stable to least stable, the computed energies give run i, run ii.